# 1
{"formula": "C32H88N8O8", "method": "ωB97M-V/def2-TZVPD", "symbols": ["C", "C", "C", "O", "C", "N", "H", "H", "H", "H", "H", "H", "H", "H", "H", "H", "H", "C", "C", "C", "O", "C", "N", "H", "H", "H", "H", "H", "H", "H", "H", "H", "H", "H", "C", "C", "C", "O", "C", "N", "H", "H", "H", "H", "H", "H", "H", "H", "H", "H", "H", "C", "C", "C", "O", "C", "N", "H", "H", "H", "H", "H", "H", "H", "H", "H", "H", "H", "C", "C", "C", "O", "C", "N", "H", "H", "H", "H", "H", "H", "H", "H", "H", "H", "H", "C", "C", "C", "O", "C", "N", "H", "H", "H", "H", "H", "H", "H", "H", "H", "H", "H", "C", "C", "C", "O", "C", "N", "H", "H", "H", "H", "H", "H", "H", "H", "H", "H", "H", "C", "C", "C", "O", "C", "N", "H", "H", "H", "H", "H", "H", "H", "H", "H", "H", "H"], "coordinates": [[-24.340, -4.735, 0.849], [-25.792, -4.935, 0.349], [-26.790, -4.316, 1.343], [-26.996, -5.284, 2.431], [-27.668, -4.619, 3.480], [-25.741, -4.224, -0.912], [-24.051, -5.137, 1.820], [-23.983, -3.707, 0.897], [-23.629, -5.235, 0.190], [-25.959, -5.982, 0.099], [-27.724, -4.125, 0.815], [-26.381, -3.429, 1.826], [-28.456, -4.014, 3.030], [-26.974, -3.944, 3.980], [-28.005, -5.385, 4.178], [-24.793, -4.404, -1.210], [-26.317, -4.737, -1.565], [-24.539, 6.295, -4.961], [-24.609, 6.127, -3.443], [-25.266, 4.843, -2.963], [-25.348, 4.855, -1.558], [-25.832, 3.638, -1.045], [-23.182, 6.215, -3.168], [-23.790, 5.629, -5.390], [-24.329, 7.313, -5.288], [-25.443, 6.100, -5.538], [-25.132, 6.977, -3.005], [-24.660, 4.010, -3.320], [-26.244, 4.778, -3.439], [-25.919, 3.733, 0.037], [-25.059, 2.897, -1.248], [-26.816, 3.445, -1.470], [-23.018, 5.716, -2.306], [-22.765, 5.632, -3.880], [-28.409, -0.079, -6.639], [-27.640, 0.129, -5.307], [-28.188, 1.399, -4.669], [-27.942, 2.511, -5.508], [-28.508, 3.683, -4.902], [-27.894, -1.040, -4.395], [-28.466, 0.738, -7.358], [-29.444, -0.353, -6.434], [-28.056, -0.890, -7.277], [-26.565, 0.021, -5.458], [-27.580, 1.496, -3.770], [-29.218, 1.246, -4.346], [-28.504, 3.595, -3.815], [-29.594, 3.681, -4.995], [-28.062, 4.568, -5.355], [-27.569, -1.875, -4.860], [-27.202, -0.980, -3.662], [-23.192, 1.275, -4.045], [-22.882, -0.177, -4.239], [-22.183, -0.452, -5.587], [-23.085, -0.257, -6.696], [-22.567, -0.672, -7.952], [-22.083, -0.703, -3.166], [-23.684, 1.443, -3.087], [-23.701, 1.795, -4.857], [-22.323, 1.905, -3.859], [-23.846, -0.679, -4.148], [-21.728, -1.440, -5.660], [-21.355, 0.232, -5.770], [-22.165, -1.684, -7.909], [-21.785, 0.009, -8.288], [-23.396, -0.832, -8.641], [-21.227, -0.184, -3.300], [-22.482, -0.355, -2.306], [-23.457, -2.696, 3.611], [-22.532, -2.453, 4.821], [-21.248, -1.693, 4.622], [-20.420, -1.892, 5.844], [-19.049, -1.582, 5.681], [-23.346, -2.006, 5.868], [-23.705, -1.813, 3.021], [-24.385, -3.139, 3.974], [-22.915, -3.442, 3.030], [-22.315, -3.445, 5.218], [-21.178, -0.628, 4.402], [-20.732, -2.271, 3.855], [-18.657, -2.302, 4.963], [-18.435, -1.575, 6.581], [-19.025, -0.581, 5.249], [-23.402, -0.997, 5.855], [-22.764, -2.169, 6.678], [-22.842, 3.441, 1.063], [-21.982, 3.569, 2.304], [-21.313, 2.238, 2.805], [-20.527, 1.738, 1.782], [-19.846, 0.476, 1.994], [-20.957, 4.539, 2.005], [-23.621, 2.728, 1.333], [-22.283, 2.889, 0.307], [-23.159, 4.419, 0.700], [-22.661, 3.913, 3.084], [-22.127, 1.619, 3.184], [-20.704, 2.440, 3.686], [-19.088, 0.216, 1.256], [-20.536, -0.363, 2.083], [-19.229, 0.557, 2.889], [-20.402, 4.092, 1.289], [-20.306, 4.633, 2.772], [-27.864, -0.714, -0.800], [-26.429, -0.380, -1.264], [-25.452, -0.344, -0.053], [-24.134, -0.096, -0.632], [-23.039, -0.358, 0.321], [-25.961, -1.447, -2.155], [-27.835, -1.651, -0.244], [-28.490, -0.794, -1.689], [-28.385, -0.021, -0.139], [-26.490, 0.555, -1.821], [-25.468, -1.310, 0.450], [-25.598, 0.433, 0.698], [-22.028, -0.191, -0.051], [-23.018, -1.406, 0.618], [-23.131, 0.266, 1.210], [-24.980, -1.319, -2.358], [-25.966, -2.271, -1.571], [-29.038, -4.033, -4.074], [-27.869, -4.996, -4.293], [-26.603, -4.151, -4.721], [-26.987, -3.419, -5.872], [-25.881, -2.654, -6.326], [-27.653, -5.738, -3.115], [-28.814, -3.212, -3.392], [-29.833, -4.616, -3.609], [-29.483, -3.739, -5.024], [-28.148, -5.626, -5.138], [-25.695, -4.688, -4.994], [-26.306, -3.464, -3.927], [-25.530, -1.883, -5.640], [-26.043, -2.011, -7.191], [-25.036, -3.304, -6.551], [-26.734, -6.153, -3.165], [-28.336, -6.477, -3.025]], "forces_ev_per_a": [[0.71, -0.95, 0.84], [1.77, 0.87, 1.04], [0.41, -2.17, 0.46], [0.14, 0.83, -1.36], [0.43, -0.23, -0.34], [-0.36, 0.15, -0.56], [-0.68, -0.22, 0.24], [-0.64, 0.34, -0.27], [-0.08, -0.15, -0.37], [-0.37, -0.23, 0.91], [-0.26, 0.20, 0.21], [0.04, 0.39, -0.43], [-0.52, -0.07, 0.46], [0.04, 0.17, 0.29], [-0.27, 0.25, -0.05], [0.11, 0.41, -0.62], [-0.56, 0.32, -0.41], [-1.58, 0.00, -1.14], [0.46, 0.48, -1.16], [0.19, 0.60, -0.54], [0.06, 0.67, -0.05], [0.46, 0.44, 0.18], [0.22, -0.40, 1.24], [0.05, -0.01, -0.02], [0.51, 0.06, 0.51], [-0.45, -0.39, 0.33], [-0.02, 0.04, 0.15], [0.10, -0.43, -0.01], [-0.37, -0.21, 0.15], [-0.05, 0.11, -0.03], [-0.41, -0.70, -0.13], [-0.01, -0.54, -0.09], [0.35, 0.18, 0.54], [0.53, 0.00, 0.08], [-0.12, -0.58, -0.39], [-1.34, -1.68, -1.04], [2.03, -0.77, 0.13], [-0.71, 0.58, 0.73], [-0.60, -1.07, -0.18], [-0.53, 1.20, -0.29], [0.33, 0.56, 0.56], [-0.12, 0.05, 0.35], [0.39, -0.36, 0.38], [0.22, 1.47, -0.39], [-0.07, 0.46, 0.60], [-0.31, 0.11, -0.40], [1.17, 0.48, 0.31], [-0.32, 0.17, -0.93], [-0.02, -0.08, 0.39], [-0.54, -0.09, -0.47], [0.06, 0.11, 0.56], [0.26, 1.70, 0.46], [-0.84, -0.15, -1.03], [-0.56, 0.13, -0.96], [-0.21, -0.39, 0.48], [-0.20, -0.57, 0.70], [0.84, -0.05, -0.10], [-0.77, -0.28, -0.09], [-0.42, -0.40, -0.03], [0.81, -0.25, -0.36], [-0.11, -0.39, -0.73], [-0.30, -0.40, 0.33], [0.30, 0.42, 0.47], [0.50, -0.17, 0.39], [-0.13, 0.08, -0.36], [-0.04, 0.86, -0.10], [0.75, -0.13, 0.62], [-0.08, -0.04, 0.33], [1.27, -0.30, -0.06], [-1.19, -0.62, -0.79], [2.47, -1.52, 1.00], [-1.26, -0.12, 0.29], [-0.82, 0.28, -1.32], [-0.58, 1.47, 2.46], [0.17, 0.08, -0.04], [0.15, 0.01, 0.04], [-0.36, 0.14, -0.67], [0.91, -0.31, -0.72], [-0.83, 0.08, -0.18], [0.34, 0.32, -0.57], [0.54, 0.05, -0.10], [-0.65, -0.28, 0.27], [0.56, 0.23, -0.15], [-0.43, 0.44, -0.11], [-0.29, 0.07, 0.77], [0.45, -1.47, 0.30], [0.61, -0.39, 0.31], [-1.15, 1.04, 0.34], [0.90, -1.58, -1.37], [-0.09, 0.86, 0.81], [0.35, 0.46, -0.04], [-0.71, 0.41, -0.27], [0.17, 0.33, -0.36], [-0.25, -0.28, 0.10], [0.31, 0.19, 0.39], [-0.13, -0.89, -0.36], [0.24, 0.30, 0.23], [-0.51, 0.64, -0.72], [-0.18, 0.06, 0.07], [-0.26, -0.09, 0.54], [0.24, 0.18, -0.43], [0.00, 0.15, 0.35], [0.27, -0.20, -0.18], [-0.15, -0.14, 1.15], [0.92, 0.86, -1.12], [1.31, -0.43, 1.27], [-1.06, -0.10, -0.32], [-0.35, 0.28, 0.14], [-0.15, -0.31, -0.23], [-0.01, -0.36, 0.01], [0.53, 0.49, 0.02], [0.48, 0.25, 0.17], [-0.01, -0.27, -0.03], [-0.48, 0.20, 0.01], [-0.35, 0.47, -0.80], [-0.42, -0.19, 0.10], [-0.23, 0.09, 0.10], [0.22, 0.34, -0.05], [-0.17, -0.76, -0.08], [-0.55, -0.86, -0.04], [0.19, 2.22, -1.68], [-1.06, -0.47, 0.07], [0.43, 0.64, -0.49], [0.69, 0.40, -0.27], [1.05, -0.61, 1.34], [0.10, 0.09, -0.35], [-0.11, -0.14, 0.26], [0.36, 0.59, 0.08], [0.19, -0.14, -0.33], [-0.01, -0.79, 0.17], [-0.18, 0.18, 0.37], [-0.01, -0.31, 0.86], [-0.86, -0.66, -0.38], [0.14, -0.13, -0.04], [0.06, -0.52, 0.12], [0.01, -0.07, 0.13]], "gap_ev": 8.97, "charge": 0, "energy_ha": -2311.713193}

# 2
{"formula": "C3H4NP", "method": "ωB97M-V/def2-TZVPD", "symbols": ["C", "C", "C", "N", "P", "H", "H", "H", "H"], "coordinates": [[0.578, 0.862, -0.025], [-1.365, -1.436, 0.152], [1.738, 0.365, -0.269], [-0.576, 1.068, 0.260], [-1.829, 0.135, -0.205], [-0.194, -1.601, -0.104], [2.406, 0.659, -0.975], [2.065, -0.609, 0.285], [-2.823, 0.557, 0.880]], "forces_ev_per_a": [[-0.51, -0.27, -0.03], [1.55, -1.36, -0.75], [0.56, -3.15, 2.37], [1.70, 2.85, 0.87], [-2.68, -0.98, 1.25], [-2.59, 0.47, 0.54], [1.56, 1.14, -1.97], [-0.79, 2.04, -0.67], [1.21, -0.74, -1.61]], "gap_ev": [7.81, 7.81], "charge": 0, "energy_ha": -512.603054}

# 3
{"formula": "C31H51BeBrClCsF3LiN3O12PS", "method": "ωB97M-V/def2-TZVPD", "symbols": ["C", "C", "C", "C", "C", "C", "C", "C", "C", "O", "C", "C", "C", "N", "C", "C", "C", "C", "F", "F", "F", "C", "N", "C", "H", "H", "H", "H", "H", "H", "H", "H", "H", "H", "H", "H", "H", "H", "H", "H", "H", "H", "H", "H", "H", "H", "H", "H", "H", "H", "H", "H", "C", "C", "C", "O", "C", "C", "C", "O", "O", "O", "H", "H", "H", "H", "Cl", "O", "P", "O", "O", "O", "Cs", "Li", "C", "O", "N", "C", "C", "H", "H", "H", "H", "H", "H", "H", "C", "S", "O", "C", "H", "H", "H", "H", "H", "H", "Be", "C", "C", "O", "H", "H", "H", "H", "H", "H", "Br"], "coordinates": [[3.395, -2.891, 4.732], [2.155, -2.433, 4.008], [0.896, -2.463, 4.552], [-0.162, -1.964, 3.792], [0.015, -1.457, 2.526], [-1.175, -0.943, 1.712], [-0.968, 0.545, 1.238], [-2.502, -0.946, 2.536], [1.316, -1.431, 1.955], [1.355, -0.878, 0.711], [2.550, -0.168, 0.358], [2.569, 1.237, 1.013], [3.789, 2.088, 0.527], [5.033, 1.938, 1.322], [4.979, 0.851, 2.318], [6.315, 0.972, 3.152], [6.378, -0.014, 4.353], [7.390, -1.147, 4.020], [8.607, -0.604, 4.073], [7.471, -2.202, 4.916], [7.126, -1.684, 2.831], [3.701, 1.088, 3.191], [2.412, 1.127, 2.449], [2.326, -1.942, 2.714], [4.001, -2.027, 4.901], [3.119, -3.263, 5.736], [3.976, -3.612, 4.159], [0.768, -2.879, 5.551], [-1.141, -2.028, 4.260], [-1.373, -1.587, 0.840], [-0.784, 0.491, 0.149], [-1.861, 1.149, 1.414], [-0.051, 0.956, 1.676], [-3.275, -0.323, 2.077], [-2.846, -1.947, 2.816], [-2.251, -0.436, 3.487], [2.505, -0.035, -0.736], [3.500, -0.700, 0.509], [1.689, 1.768, 0.613], [3.482, 3.139, 0.554], [4.063, 1.825, -0.502], [5.973, 1.791, 0.684], [5.160, 2.795, 1.851], [5.030, -0.134, 1.849], [7.192, 0.721, 2.531], [6.459, 2.012, 3.470], [6.786, 0.510, 5.224], [5.426, -0.417, 4.688], [3.574, 0.353, 4.003], [3.874, 2.054, 3.715], [1.856, 1.888, 2.798], [3.346, -1.947, 2.335], [3.219, -0.485, -4.034], [2.050, -0.314, -3.388], [1.013, 0.635, -3.896], [-0.042, 0.755, -3.306], [1.322, 1.401, -5.113], [2.482, 1.232, -5.754], [3.511, 0.260, -5.258], [4.535, 0.130, -5.881], [2.770, 1.932, -6.875], [1.768, -0.978, -2.277], [3.977, -1.170, -3.679], [0.573, 2.098, -5.460], [3.661, 1.630, -7.141], [0.878, -0.688, -2.002], [6.458, 1.901, -0.993], [-5.489, 1.030, 2.560], [-6.546, 0.229, 3.312], [-6.914, 0.954, 4.599], [-5.989, -1.152, 3.634], [-7.793, 0.078, 2.450], [-0.439, 0.313, -6.718], [2.776, -2.780, 7.119], [-5.762, 0.293, -0.621], [-4.735, -0.360, -0.648], [-6.189, 1.082, -1.623], [-7.421, 1.840, -1.547], [-5.365, 1.159, -2.808], [-6.436, 0.282, 0.247], [-8.087, 1.530, -2.356], [-7.197, 2.905, -1.650], [-7.916, 1.672, -0.593], [-5.258, 0.157, -3.231], [-4.375, 1.522, -2.527], [-5.806, 1.825, -3.547], [-4.530, -4.162, -4.663], [-4.427, -3.425, -6.304], [-4.814, -1.992, -6.175], [-5.834, -4.304, -6.999], [-3.754, -3.722, -4.041], [-5.506, -3.958, -4.223], [-4.368, -5.238, -4.738], [-6.771, -4.083, -6.397], [-5.632, -5.376, -6.997], [-5.980, -3.965, -8.024], [-7.942, -3.403, -5.494], [-2.429, 4.796, -0.379], [-2.921, 3.632, -1.217], [-2.663, 3.867, -2.609], [-2.918, 5.722, -0.687], [-2.630, 4.627, 0.679], [-1.353, 4.942, -0.514], [-3.996, 3.503, -1.097], [-2.427, 2.703, -0.918], [-1.715, 3.970, -2.712], [6.209, -1.844, 6.868]], "forces_ev_per_a": [[-1.00, 0.33, -0.10], [0.18, -0.39, -0.28], [0.50, 0.20, -0.14], [-0.28, -0.46, 0.75], [-0.62, 0.02, -0.86], [-1.29, 0.75, 0.59], [0.53, -1.09, -0.89], [1.11, 0.44, 0.72], [-2.16, 0.00, 1.10], [1.65, -0.05, -0.26], [0.14, 0.79, -0.60], [0.21, -0.10, -0.58], [-0.73, -0.27, -0.54], [0.08, -0.57, 0.96], [0.51, 0.13, 1.77], [-0.54, -0.74, -0.11], [0.72, 0.03, -0.07], [-0.74, -0.39, 2.74], [0.70, 0.15, -0.97], [0.90, 0.94, -3.60], [0.27, -0.13, -0.74], [0.07, 0.03, 0.42], [1.15, 0.41, -0.04], [1.64, -0.05, -0.45], [0.80, 0.38, 0.31], [0.57, -0.92, -1.67], [-0.06, -0.21, 0.46], [-0.37, 0.01, -0.07], [0.04, 0.20, -0.39], [0.47, 0.17, 0.13], [-0.14, 0.40, 0.35], [0.27, -0.03, 0.14], [-0.52, 0.17, 0.14], [-0.03, -0.60, -0.12], [-0.19, 0.19, -0.34], [-0.36, -0.09, -0.27], [0.06, 0.07, 0.91], [-0.43, -0.27, 0.36], [0.24, -0.26, 0.18], [0.27, -0.19, -0.05], [-0.09, 0.17, 0.19], [-1.39, 0.50, -0.68], [0.22, 0.08, 0.03], [-0.35, 0.24, -0.29], [-0.55, 0.39, -0.26], [-0.19, -0.19, 0.14], [-0.12, -0.31, -0.13], [0.09, -0.05, -0.24], [0.40, 0.02, -0.43], [-0.03, -0.32, -0.26], [-0.16, 0.13, 0.11], [-0.05, 0.04, -0.08], [-0.20, 0.20, -0.21], [0.78, -0.34, -0.25], [0.25, 0.51, 0.00], [-0.01, -0.21, -0.12], [0.88, 0.62, 1.21], [0.08, 1.13, -0.58], [0.04, -0.51, 0.84], [0.21, 0.24, -0.63], [-0.01, -1.01, 0.92], [-0.74, 0.07, -0.68], [0.01, 0.03, 0.03], [0.54, 0.62, 0.59], [0.10, 0.09, -0.11], [-0.11, -0.22, 0.34], [0.73, -0.19, -0.56], [-0.21, 0.45, -0.06], [0.04, 0.17, -0.24], [0.51, -0.11, 0.30], [-0.40, -0.18, 0.37], [0.20, -0.26, -0.49], [-2.25, -1.53, -1.79], [0.67, 0.82, 1.03], [-0.38, -0.18, 0.79], [0.39, -0.06, -0.38], [-0.11, 0.17, -0.14], [0.23, -0.05, -0.19], [0.14, -0.17, 0.11], [0.01, 0.01, 0.03], [-0.11, 0.12, 0.05], [-0.17, 0.03, 0.01], [0.10, -0.06, 0.03], [0.10, 0.08, -0.15], [0.05, -0.01, -0.22], [-0.08, 0.03, 0.07], [-0.03, -0.04, 0.05], [-0.01, -0.25, 0.08], [0.05, 0.08, -0.05], [0.10, -0.11, -0.10], [0.00, 0.06, -0.05], [0.01, 0.05, -0.01], [0.01, 0.01, -0.05], [1.60, -0.64, -1.05], [-0.02, 0.00, 0.07], [-0.03, 0.09, 0.04], [-1.57, 0.82, 1.09], [-0.03, 0.04, 0.00], [0.42, 0.12, -0.01], [-0.35, -0.11, -0.10], [-0.06, -0.03, 0.03], [0.02, 0.00, 0.00], [0.02, -0.07, 0.07], [0.00, -0.04, -0.15], [-0.15, -0.03, 0.12], [0.12, 0.05, 0.06], [-2.76, 0.00, 3.02]], "gap_ev": 3.41, "charge": 0, "energy_ha": -6394.371698}